Record 1
The following is a quantum chemistry calculation of a structure of composition C19H21F2N8O2OsSe, from OMol25.

Total charge: +3
HOMO-LUMO gap (spin up / spin down), eV: 6.20 / 3.97
Expectation value of S²: 6.048
2S+1: 5
Highest occupied orbital energy (spin up / spin down), eV: -15.99 / -16.87

Element x y z (Å)
Os 0.380 0.324 -1.204
Se 6.150 5.468 -1.348
N 6.078 3.699 -1.424
C 4.815 3.374 -1.354
C 4.342 1.998 -1.388
C 5.196 0.894 -1.504
C 4.663 -0.380 -1.538
C 3.292 -0.539 -1.467
N 2.463 0.516 -1.361
C 2.974 1.776 -1.309
C 2.028 2.874 -1.182
N 0.719 2.549 -1.095
C -0.200 3.514 -1.022
C 0.147 4.858 -1.013
C 1.481 5.205 -1.079
C 2.451 4.200 -1.168
C 3.880 4.463 -1.251
N 4.394 5.664 -1.239
H 6.266 1.058 -1.565
H 5.294 -1.254 -1.624
H 2.842 -1.522 -1.498
H -1.238 3.210 -0.970
H -0.626 5.610 -0.953
H 1.792 6.243 -1.070
N -1.695 -0.206 -1.012
C -2.139 -0.150 0.425
C -3.357 -0.991 0.756
C -3.183 -2.515 0.600
C -3.886 -3.280 1.729
N -3.041 -3.357 2.921
C -2.764 -4.436 3.652
N -1.873 -4.334 4.640
N -3.342 -5.610 3.418
C -0.920 -0.498 1.287
O -1.014 -1.021 2.358
O 0.233 -0.117 0.723
H -2.321 0.354 -1.593
H -1.797 -1.156 -1.377
H -2.358 0.899 0.639
H -4.205 -0.642 0.161
H -3.604 -0.739 1.789
H -2.127 -2.801 0.598
H -3.607 -2.850 -0.348
H -4.140 -4.280 1.388
H -4.822 -2.778 1.976
H -2.563 -2.504 3.182
H -1.450 -3.453 4.874
H -1.705 -5.103 5.268
H -4.097 -5.714 2.765
H -3.155 -6.399 4.015
F -0.743 1.077 -3.654
C -0.022 -0.003 -3.261
F -0.776 -1.110 -3.440
H 0.893 -0.087 -3.853



Record 2
The following is a quantum chemistry calculation of an isolated molecule of C19H21FN2O3, from OMol25.

Total charge: 0
SMILES: CCN(CC)C(=O)c1ccc(NC(=O)COc2ccccc2F)cc1
Energy relative to the best compared isomer or geometry (same formula, charge and spin), kJ/mol: 80.3
HOMO-LUMO gap, eV: 9.35
Highest occupied orbital energy, eV: -8.66

Element x y z (Å)
C 2.215 -0.922 -5.951
C 3.062 -0.839 -4.685
N 2.254 -0.995 -3.489
C 1.988 -2.343 -3.035
C 3.054 -2.839 -2.058
C 1.889 0.114 -2.806
O 2.208 1.237 -3.151
C 1.049 -0.106 -1.583
C 1.608 0.057 -0.322
C 0.829 -0.081 0.810
C -0.528 -0.373 0.697
N -1.267 -0.502 1.877
C -2.585 -0.760 2.040
O -3.392 -0.979 1.164
C -2.986 -0.779 3.524
O -2.172 0.029 4.341
C -2.293 1.386 4.231
C -3.090 2.057 3.312
C -3.127 3.442 3.300
C -2.373 4.181 4.192
C -1.563 3.530 5.109
C -1.531 2.152 5.119
F -0.733 1.516 6.003
C -1.098 -0.515 -0.565
C -0.310 -0.379 -1.692
H 2.846 -0.798 -6.827
H 1.467 -0.134 -5.945
H 1.709 -1.883 -6.022
H 3.535 0.144 -4.628
H 3.838 -1.609 -4.692
H 1.009 -2.381 -2.553
H 1.961 -2.993 -3.913
H 2.857 -3.873 -1.787
H 4.043 -2.780 -2.506
H 3.046 -2.234 -1.155
H 2.656 0.300 -0.230
H 1.271 0.045 1.789
H -0.739 -0.355 2.730
H -2.851 -1.798 3.901
H -4.046 -0.516 3.611
H -3.680 1.507 2.596
H -3.753 3.942 2.577
H -2.408 5.258 4.176
H -0.958 4.074 5.816
H -2.150 -0.728 -0.655
H -0.759 -0.478 -2.669



Record 3
The following is a quantum chemistry calculation of a structure of composition C19H21GaN9, from OMol25.

Total charge: +3
Energy relative to the best compared isomer or geometry (same formula, charge and spin), kJ/mol: 5.7
HOMO-LUMO gap, eV: 7.02
Highest occupied orbital energy, eV: -17.52

Element x y z (Å)
Ga 0.348 -0.146 0.608
N 1.387 -4.059 1.678
C 0.767 -3.068 1.108
N 1.189 -1.804 1.196
C 2.366 -1.504 1.934
N 2.843 -0.293 1.964
N 2.067 0.534 1.211
C 2.476 1.594 0.631
C 1.537 2.156 -0.356
C 1.748 3.352 -0.998
C 0.829 3.769 -1.965
C -0.263 2.971 -2.256
C -0.423 1.776 -1.574
N 0.456 1.375 -0.649
C 3.034 -2.585 2.619
C 4.174 -2.378 3.402
C 4.787 -3.455 4.007
C 4.282 -4.746 3.837
C 3.155 -4.972 3.067
C 2.542 -3.886 2.469
H 1.025 -4.998 1.552
H -0.123 -3.288 0.532
H 3.473 1.998 0.781
H 2.614 3.953 -0.755
H 0.980 4.706 -2.485
H -0.986 3.256 -3.009
H -1.255 1.115 -1.781
H 4.563 -1.377 3.521
H 5.669 -3.300 4.614
H 4.777 -5.583 4.311
H 2.763 -5.974 2.938
C -4.256 -1.185 4.449
C -5.196 -0.886 3.287
C -5.424 -2.106 2.401
C -4.737 0.331 2.483
N -3.384 0.123 1.885
C -3.041 -0.540 0.776
N -1.724 -0.510 0.697
N -1.314 0.193 1.784
N -2.296 0.575 2.499
H -4.686 -1.957 5.086
H -4.076 -0.306 5.069
H -3.290 -1.565 4.099
H -6.162 -0.571 3.690
H -4.484 -2.499 1.995
H -6.108 -1.895 1.576
H -5.861 -2.914 2.985
H -4.634 1.216 3.106
H -5.404 0.548 1.650
H -3.731 -1.004 0.089